The following is a quantum chemistry calculation of C3H6ClN in the gas phase at a distorted geometry, from the Open Molecules 2025 dataset.

Summary:
Frontier orbital gap   9.43 eV
Energy relative to the best compared isomer or geometry (same formula, charge and spin)   58.32 kJ/mol
Calculated total energy   -17219.4873 eV

Cartesian coordinates (Å):
N (0.48451, 1.40466, -0.22876)
C (0.48404, 0.15055, 0.29514)
C (0.27406, -1.07417, -0.56431)
C (-0.81515, -0.66287, 0.36451)
Cl (-2.22832, 0.29748, -0.11389)
H (1.03705, 2.08018, 0.29245)
H (-0.30837, 1.81994, -0.56696)
H (1.10973, -0.02191, 1.16491)
H (0.04180, -0.88472, -1.60953)
H (0.87666, -1.92694, -0.32416)
H (-0.95599, -1.18219, 1.29061)

The following is a quantum chemistry calculation of C4H3F3O5S in the gas phase at a distorted geometry, from the Open Molecules 2025 dataset.

Summary:
Frontier orbital gap   11.31 eV
Calculated total energy   -33417.6276 eV

Cartesian coordinates (Å):
O (2.92134, -1.53638, 0.98030)
C (2.45843, -0.71504, 0.17574)
O (2.58760, 0.73586, 0.20841)
C (1.17334, 1.13437, 0.16351)
C (0.58359, 0.05485, -0.87821)
S (-0.90193, -0.85769, -0.22183)
O (-0.48473, -1.69049, 0.95883)
O (-1.50167, -1.74341, -1.29600)
C (-2.30694, 0.30404, 0.29817)
F (-3.26551, -0.47244, 1.02586)
F (-2.93739, 0.71623, -0.90425)
F (-1.85683, 1.40470, 1.07749)
O (1.64037, -0.90886, -1.00746)
H (0.92640, 2.24062, 0.04490)
H (0.77385, 0.72955, 1.17414)
H (0.19010, 0.60410, -1.79959)

The following is a quantum chemistry calculation of a gas-phase ion, C6H11N2O2 (charge +1) at a distorted geometry, from the Open Molecules 2025 dataset.

Summary:
Frontier orbital gap (alpha / beta)   6.79 / 6.99 eV
Charge   +1
Energy relative to the best compared isomer or geometry (same formula, charge and spin)   1105.41 kJ/mol
Calculated total energy   -13458.6764 eV

Cartesian coordinates (Å):
C (0.32411, -0.93942, 1.10280)
C (-0.88852, -0.49289, 1.27487)
C (1.06621, -1.60750, 2.23920)
C (-2.02448, 1.72747, 1.43738)
C (1.80789, 0.22827, -3.59452)
C (-2.08184, 0.23090, 1.13107)
N (1.08886, -0.99905, -0.04206)
N (0.25576, 0.40525, -1.81229)
O (1.04806, -0.46783, -1.22130)
O (0.62296, 0.73561, -3.00372)
H (1.66069, -2.41508, 1.82136)
H (1.74314, -0.88023, 2.68509)
H (0.39601, -1.98834, 3.00582)
H (-2.12127, 1.90759, 2.50346)
H (-2.84921, 2.22785, 0.93711)
H (-1.09049, 2.16721, 1.09726)
H (2.67847, 0.45273, -2.97621)
H (1.87546, 0.73865, -4.55030)
H (1.73545, -0.85142, -3.74801)
H (-2.32841, 0.07295, 0.06299)
H (-2.91885, -0.25271, 1.65000)

The following is a quantum chemistry calculation of a molecular structure, C48H42BiBrFN6O4S, from the Open Molecules 2025 dataset.

Summary:
Frontier orbital gap   6.01 eV
Charge   -1
Calculated total energy   -157025.3264 eV

Cartesian coordinates (Å):
Bi (-0.42744, -0.20940, -0.04388)
O (-0.27052, 1.53860, -1.54134)
C (-0.65176, 2.75894, -1.26972)
C (0.22117, 3.84188, -1.50880)
C (-0.16533, 5.14673, -1.27935)
C (-1.44422, 5.43244, -0.80159)
C (-2.31322, 4.38397, -0.55640)
C (-1.93614, 3.05774, -0.76098)
C (-2.88456, 1.98976, -0.37935)
N (-2.48791, 0.69021, 0.13980)
N (-3.07455, 0.78099, -1.15026)
C (-2.51145, 0.21137, -2.23197)
O (-1.69848, -0.72522, -2.11306)
C (-3.03590, 0.63578, -3.54942)
C (-4.37664, 0.96028, -3.73043)
C (-4.82393, 1.35971, -4.98101)
C (-3.93462, 1.45016, -6.04309)
C (-2.59510, 1.13043, -5.85931)
C (-2.14696, 0.71193, -4.61726)
H (1.20954, 3.59989, -1.88287)
H (0.52562, 5.95784, -1.48056)
H (-1.75548, 6.45421, -0.62396)
H (-3.31928, 4.58600, -0.20088)
H (-3.81945, 2.36631, 0.03185)
H (-5.06052, 0.86110, -2.89700)
H (-5.87007, 1.59702, -5.12869)
H (-4.28845, 1.76416, -7.01750)
H (-1.90282, 1.19928, -6.68860)
H (-1.11100, 0.44341, -4.44861)
C (0.01827, -4.72252, -3.27939)
C (-0.84486, -4.39616, -2.05344)
C (-2.17838, -5.13676, -2.21606)
C (-0.15875, -4.72200, -0.73407)
C (-0.37573, -5.95702, -0.13054)
C (0.18355, -6.27627, 1.09501)
C (0.95165, -5.33487, 1.75809)
C (1.21070, -4.09149, 1.19313)
C (2.08914, -3.09114, 1.92952)
C (1.99540, -3.20555, 3.45310)
C (3.56080, -3.23316, 1.51820)
C (0.68958, -3.78413, -0.09193)
N (0.99206, -2.54719, -0.68114)
C (2.07410, -2.47617, -1.48160)
C (2.93631, -3.56041, -1.82002)
C (4.01228, -3.42464, -2.67915)
C (4.32526, -2.19908, -3.25761)
C (3.54366, -1.10164, -2.90752)
C (2.48968, -1.25295, -2.04218)
F (1.80865, -0.12170, -1.67017)
H (-0.54482, -4.51119, -4.19382)
H (0.28638, -5.78397, -3.27859)
H (0.93037, -4.13640, -3.30468)
H (-1.03499, -3.32014, -2.05599)
H (-2.01526, -6.16140, -2.56348)
H (-2.79689, -4.62614, -2.95691)
H (-2.74191, -5.18137, -1.28316)
H (-0.99916, -6.69259, -0.62710)
H (-0.00654, -7.24392, 1.54638)
H (1.35863, -5.57666, 2.73380)
H (1.74836, -2.09445, 1.64145)
H (2.50046, -4.10581, 3.81389)
H (0.96292, -3.21846, 3.80279)
H (2.48473, -2.34393, 3.91253)
H (3.92335, -4.23120, 1.78182)
H (4.17307, -2.49448, 2.04584)
H (3.69744, -3.08801, 0.44967)
H (2.72332, -4.52744, -1.38085)
H (4.61922, -4.29594, -2.90150)
H (5.15371, -2.09604, -3.94560)
H (3.75512, -0.11332, -3.29943)
Br (-3.85411, -3.03589, -0.55129)
C (-2.94293, -3.18449, 1.10620)
C (-3.22608, -4.27675, 1.90500)
C (-2.66774, -4.30113, 3.17266)
C (-1.92110, -3.21795, 3.59520)
C (-1.67800, -2.18385, 2.70323)
N (-2.13903, -2.19797, 1.45072)
C (-0.95781, -0.93410, 3.21062)
O (-0.94737, -0.79841, 4.43171)
O (-0.44452, -0.11450, 2.36830)
H (-3.86753, -5.06771, 1.54492)
H (-2.83960, -5.14516, 3.82870)
H (-1.53589, -3.13643, 4.60063)
S (3.30924, 4.07137, 4.13160)
C (2.37610, 3.21059, 2.90257)
C (1.01514, 3.39731, 2.70135)
C (0.37561, 2.59527, 1.77629)
N (1.00928, 1.67058, 1.05579)
C (2.31458, 1.50440, 1.24233)
C (3.04222, 2.24956, 2.15132)
C (2.35801, 5.54740, 4.37845)
C (1.97502, 5.90915, 5.66122)
C (1.29810, 7.10881, 5.83125)
N (0.99262, 7.93277, 4.83286)
C (1.36289, 7.56790, 3.60514)
C (2.04767, 6.39718, 3.32354)
H (0.45632, 4.13553, 3.25797)
H (-0.69080, 2.68536, 1.61709)
H (2.79427, 0.74797, 0.62818)
H (4.10569, 2.09288, 2.27509)
H (2.20127, 5.26920, 6.50371)
H (0.97727, 7.42303, 6.81909)
H (1.10504, 8.25767, 2.80834)
H (2.33794, 6.15134, 2.31043)